DFT (ωB97M-V/def2-TZVPD) results for a molecular structure, C37H50ClF2KMg2O10S.

XYZ file:
```
104
Properties=species:S:1:pos:R:3:mulliken_charge:R:1
C 1.843 -3.509 3.052 -0.70
O 1.578 -2.712 4.245 -0.47
C 2.361 -1.532 4.432 0.56
C 1.402 -0.430 5.006 -0.62
C 1.364 0.747 3.971 -0.73
C 0.095 1.638 4.181 -0.98
C -1.304 1.088 3.725 -1.06
C -1.450 0.353 2.347 1.21
C -1.456 -1.205 2.504 0.05
C -2.808 -1.860 2.010 -1.38
C -2.720 -2.600 0.619 -1.05
C -2.296 -1.629 -0.481 0.37
C -3.030 -0.495 -0.682 -0.59
C -2.710 0.467 -1.637 0.82
C -3.595 1.650 -1.697 0.15
C -4.065 2.266 -2.861 -0.11
C -4.895 3.362 -2.802 -0.48
C -5.354 3.906 -1.547 -1.14
C -4.887 3.232 -0.350 -1.26
C -4.040 2.167 -0.453 0.52
C -1.581 0.253 -2.421 0.27
C -1.163 1.294 -3.453 -1.29
C -0.033 2.123 -2.830 -0.58
C 1.296 1.785 -2.986 1.46
C 2.308 2.506 -2.398 -0.15
C 2.043 3.620 -1.612 0.12
C 3.245 4.331 -0.949 -1.05
C 0.721 3.981 -1.478 -0.55
C -0.284 3.251 -2.078 0.98
C -0.847 -0.907 -2.245 1.19
C -1.195 -1.852 -1.275 0.31
C -0.327 -3.085 -1.098 -0.73
O -0.721 -4.134 -0.757 -0.55
C 1.127 -2.889 -1.412 -0.49
C 1.458 -2.013 -2.328 0.52
C 2.943 -1.798 -2.662 -1.49
C 0.376 -1.259 -3.069 0.23
O 0.514 -1.018 -4.237 -0.46
H 0.884 -3.616 2.522 0.04
H 2.596 -3.070 2.361 0.56
H 2.156 -4.542 3.309 0.34
H 3.171 -1.740 5.223 -0.71
H 2.797 -1.102 3.520 0.60
H 0.398 -0.827 5.196 0.44
H 1.803 -0.049 5.960 0.37
H 1.488 0.390 2.939 0.52
H 2.246 1.370 4.195 0.42
H 0.016 1.739 5.279 0.29
H 0.341 2.612 3.735 0.38
H -1.706 0.486 4.553 0.51
H -1.945 1.988 3.648 0.24
H -2.377 0.734 1.890 -1.15
H -0.624 0.659 1.687 0.54
H -1.315 -1.408 3.574 0.62
H -0.592 -1.603 1.954 -0.20
H -3.617 -1.120 2.029 0.46
H -2.982 -2.677 2.731 0.47
H -3.696 -3.050 0.391 0.46
H -1.952 -3.364 0.773 0.12
H -3.909 -0.336 -0.056 1.06
H -3.750 1.870 -3.824 0.56
H -5.237 3.853 -3.713 0.47
H -6.038 4.749 -1.462 0.50
H -5.225 3.563 0.635 0.43
H -3.711 1.668 0.456 -0.07
H -1.946 2.007 -3.709 0.36
H -0.818 0.862 -4.401 0.45
H 1.616 0.909 -3.590 -1.73
H 3.341 2.191 -2.559 0.38
H 2.996 4.762 0.030 0.35
H 3.976 3.535 -0.730 0.38
H 3.777 5.043 -1.594 0.18
H 0.492 4.854 -0.860 0.30
H -1.319 3.583 -1.947 -0.66
H 1.921 -3.450 -0.899 0.52
H 3.065 -1.471 -3.702 -0.18
H 3.444 -2.757 -2.487 0.59
H 3.321 -1.049 -1.950 0.27
K -3.155 5.396 -0.880 0.98
C -3.075 -1.349 -5.718 0.18
O -2.721 -0.115 -6.354 -0.54
H -4.053 -1.238 -5.260 0.23
H -3.112 -2.146 -6.458 0.51
H -2.337 -1.592 -4.944 -0.62
H -1.853 -0.238 -6.752 0.29
F 4.109 -2.388 1.957 -0.83
O 2.594 6.723 -3.729 -0.66
H 3.529 6.941 -3.661 0.32
H 2.506 5.892 -3.247 0.34
Cl -1.606 -3.548 -4.875 0.05
Mg 3.979 -3.247 4.928 0.56
O -0.275 -6.518 0.761 -0.51
S 0.933 -6.920 0.021 1.28
O 0.592 -7.183 -1.381 -0.55
O 1.499 -8.122 0.651 -0.54
O 1.944 -5.844 0.075 -0.48
Mg 2.744 0.338 -5.083 0.10
F -3.637 -3.166 -3.740 -0.42
C 5.980 0.781 6.338 -0.66
O 4.982 -0.156 5.930 -0.41
H 6.281 1.362 5.470 0.23
H 5.573 1.453 7.098 0.28
H 6.849 0.254 6.738 0.27
H 4.731 -0.657 6.712 0.27
```

## Properties
Multiplicity: 1
Orbital gap in eV: 1.6
HOMO energy in eV: -5.6


DFT (ωB97M-V/def2-TZVPD) results for 8 unconnected molecules or ions with the total composition C37H50F7IN8O5PS.

XYZ file:
```
110
Properties=species:S:1:pos:R:3:mulliken_charge:R:1
C 1.568 1.715 0.229 -1.33
C 0.843 0.542 -0.425 -0.23
I 0.569 -1.085 0.937 0.09
C -0.329 0.848 -1.361 -0.89
N -1.709 1.262 -0.847 0.40
C -2.514 0.117 -0.285 -0.78
C -2.546 -1.174 -1.092 -0.14
C -3.638 -2.104 -0.547 -1.08
O -3.610 -2.205 0.874 -0.44
P -1.866 2.741 0.493 0.65
O -0.664 3.682 0.092 -0.42
O -1.207 2.020 1.756 -0.51
S -2.495 1.953 -2.319 1.17
O -2.052 3.308 -2.349 -0.61
O -2.204 1.038 -3.368 -0.56
C -4.411 1.936 -2.258 0.64
F -4.592 2.426 -3.476 -0.25
F -4.793 0.669 -2.239 -0.19
C -5.261 2.821 -1.261 0.65
F -6.297 3.252 -1.982 -0.28
F -4.534 3.868 -0.878 -0.22
C -5.889 2.142 0.006 0.59
F -4.957 1.938 0.948 -0.20
F -6.803 2.947 0.490 -0.25
F -6.442 0.975 -0.295 -0.23
H 1.942 2.405 -0.541 0.25
H 1.014 2.242 1.000 0.05
H 2.464 1.311 0.715 0.68
H 1.549 0.096 -1.140 0.27
H -0.479 0.007 -2.037 -0.07
H 0.010 1.680 -1.996 1.09
H -3.534 0.481 -0.129 -0.06
H -2.116 -0.100 0.710 0.88
H -1.577 -1.680 -1.055 0.26
H -2.775 -0.983 -2.146 0.16
H -4.627 -1.765 -0.882 0.35
H -3.480 -3.108 -0.947 0.46
H -4.204 -1.545 1.251 0.26
H -0.196 3.563 -0.746 0.40
H -1.818 1.442 2.242 0.35
N -4.529 -5.303 5.008 0.00
C -3.505 -5.179 4.103 -0.76
C -4.016 -4.596 2.975 -0.15
C -5.398 -4.356 3.209 -0.40
C -5.684 -4.805 4.470 -0.62
H -4.458 -5.709 5.924 0.22
H -2.507 -5.513 4.332 0.44
H -3.463 -4.367 2.082 0.46
H -6.104 -3.913 2.526 0.42
H -6.606 -4.815 5.026 0.39
N -1.564 -4.138 7.048 0.08
C -0.530 -4.766 7.688 -0.40
C 0.402 -3.816 8.008 -0.48
C -0.091 -2.565 7.544 -0.54
C -1.306 -2.798 6.957 -0.38
H -2.387 -4.586 6.693 0.19
H -0.544 -5.829 7.862 0.36
H 1.332 -3.995 8.520 0.40
H 0.390 -1.606 7.636 0.40
H -2.008 -2.130 6.487 0.40
N 4.806 4.193 0.692 0.15
C 5.806 4.063 -0.235 -0.69
C 5.348 4.568 -1.421 -0.53
C 4.023 5.036 -1.198 -0.59
C 3.717 4.791 0.115 -0.54
H 4.874 3.907 1.651 0.20
H 6.758 3.635 0.029 0.51
H 5.907 4.620 -2.341 0.49
H 3.377 5.513 -1.916 0.46
H 2.828 5.005 0.687 0.56
N 2.170 4.130 3.543 0.04
C 0.818 4.308 3.411 -0.46
C 0.518 5.572 3.842 -0.58
C 1.737 6.185 4.242 -0.43
C 2.737 5.271 4.048 -0.56
H 2.667 3.289 3.319 0.22
H 0.191 3.520 3.034 0.49
H -0.465 6.013 3.869 0.42
H 1.863 7.180 4.632 0.44
H 3.796 5.335 4.230 0.39
N 1.480 -0.397 -3.725 0.26
C 2.834 -0.618 -3.673 -1.08
C 3.041 -1.912 -3.285 -0.07
C 1.765 -2.503 -3.084 -1.24
C 0.824 -1.552 -3.365 -0.33
H 1.041 0.468 -3.986 0.19
H 3.532 0.165 -3.916 0.53
H 4.003 -2.379 -3.153 0.59
H 1.564 -3.514 -2.771 0.56
H -0.253 -1.593 -3.344 0.65
N 6.153 0.439 -1.932 0.15
C 6.569 -0.031 -0.715 -0.36
C 7.135 -1.262 -0.908 -0.64
C 7.057 -1.549 -2.297 -0.36
C 6.445 -0.483 -2.902 -0.76
H 5.702 1.325 -2.082 0.21
H 6.429 0.549 0.178 0.43
H 7.560 -1.887 -0.141 0.42
H 7.410 -2.437 -2.795 0.46
H 6.197 -0.309 -3.935 0.46
N -0.257 -3.983 -7.933 0.04
C -1.419 -3.671 -7.285 -0.65
C -1.157 -2.624 -6.441 -0.39
C 0.218 -2.293 -6.589 -0.06
C 0.745 -3.149 -7.519 -0.82
H -0.154 -4.715 -8.611 0.19
H -2.327 -4.215 -7.478 0.38
H -1.876 -2.148 -5.794 0.43
H 0.760 -1.516 -6.077 0.50
H 1.741 -3.235 -7.916 0.39
```

## Properties
Net charge: +1
Multiplicity: 1
Orbital gap in eV: 6.6
HOMO energy in eV: -9.8


DFT (ωB97M-V/def2-TZVPD) results for a molecular structure, C37H50GeNO3P2V.

XYZ file:
```
95
Properties=species:S:1:pos:R:3:mulliken_charge:R:1
V -0.308 -0.915 0.499 1.78
C 1.151 0.878 4.639 -1.37
C -0.272 1.097 4.148 1.29
C -1.253 0.965 5.311 -2.04
C -0.413 2.456 3.481 -1.34
O -0.587 0.101 3.127 0.49
Ge -1.829 -1.153 3.285 -0.07
O 0.703 -1.999 1.032 -0.33
C 1.418 -3.130 1.570 1.09
C 2.879 -2.758 1.800 -1.13
C 1.287 -4.264 0.550 -1.51
C 0.750 -3.523 2.889 -1.52
O -2.100 -1.002 1.300 -0.57
C -3.381 -1.501 0.785 1.39
C -4.400 -0.383 0.986 -1.58
C -3.222 -1.830 -0.690 -1.66
C -3.818 -2.758 1.540 -1.72
H 1.387 1.615 5.407 0.49
H 1.872 0.986 3.828 0.10
H 1.258 -0.114 5.080 0.39
H -1.046 1.715 6.072 0.46
H -1.162 -0.018 5.783 0.49
H -2.285 1.107 4.969 0.55
H -0.216 3.257 4.193 0.58
H -1.422 2.580 3.081 0.37
H 0.308 2.530 2.666 0.03
H 3.389 -2.552 0.858 0.16
H 3.387 -3.588 2.286 0.57
H 2.958 -1.882 2.447 0.23
H 1.693 -3.956 -0.414 0.28
H 0.236 -4.531 0.425 0.34
H 1.832 -5.140 0.896 0.52
H 0.832 -2.713 3.619 0.19
H 1.226 -4.408 3.304 0.62
H -0.305 -3.757 2.715 0.26
H -4.167 0.479 0.358 0.23
H -4.394 -0.057 2.030 0.37
H -5.402 -0.732 0.741 0.45
H -3.043 -0.922 -1.266 0.18
H -4.134 -2.291 -1.066 0.69
H -2.400 -2.538 -0.839 0.31
H -4.081 -2.537 2.577 0.51
H -3.031 -3.517 1.524 0.34
H -4.704 -3.177 1.069 0.50
C 0.669 1.948 -2.948 -1.29
N 0.180 1.142 -1.817 0.48
P 0.260 1.604 -0.173 1.30
C -0.340 3.298 -0.217 0.76
C -1.549 3.559 -0.913 -0.76
C -2.023 4.843 -1.015 -0.63
C -1.334 5.882 -0.375 -0.61
C -0.174 5.620 0.380 -0.71
C 0.316 4.340 0.472 -0.51
C 2.044 1.710 0.211 0.57
C 2.558 0.917 1.236 0.20
C 3.904 0.999 1.562 -0.66
C 4.735 1.850 0.849 -0.93
C 4.221 2.641 -0.173 -1.00
C 2.876 2.577 -0.501 -0.68
P -0.080 -0.545 -2.003 2.03
C 1.398 -1.198 -2.805 0.33
C 1.509 -1.415 -4.179 -0.79
C 2.675 -1.958 -4.694 -0.75
C 3.725 -2.296 -3.849 -0.77
C 3.629 -2.063 -2.481 -0.85
C 2.470 -1.517 -1.962 0.12
C -1.411 -0.667 -3.228 0.50
C -1.633 -1.912 -3.820 -0.66
C -2.616 -2.046 -4.788 -0.87
C -3.392 -0.951 -5.145 -0.74
C -3.195 0.278 -4.529 -0.66
C -2.221 0.419 -3.553 -0.38
H 0.477 3.005 -2.780 0.50
H 0.158 1.652 -3.863 0.43
H 1.740 1.793 -3.094 0.30
H -2.095 2.741 -1.367 0.25
H -2.933 5.049 -1.561 0.52
H -1.707 6.896 -0.447 0.47
H 0.341 6.428 0.881 0.51
H 1.223 4.149 1.028 0.47
H 1.894 0.258 1.785 0.11
H 4.307 0.405 2.372 0.57
H 5.790 1.895 1.080 0.47
H 4.863 3.323 -0.715 0.50
H 2.488 3.219 -1.280 0.58
H 0.697 -1.156 -4.847 0.47
H 2.764 -2.120 -5.759 0.49
H 4.624 -2.741 -4.255 0.46
H 4.456 -2.316 -1.830 0.51
H 2.367 -1.336 -0.897 -0.18
H -1.025 -2.766 -3.543 0.60
H -2.781 -3.006 -5.258 0.50
H -4.151 -1.055 -5.908 0.44
H -3.803 1.129 -4.807 0.49
H -2.085 1.378 -3.071 0.06
```

## Properties
Net charge: +3
Multiplicity: 4
Orbital gap (spin up / spin down) in eV: 7.6 / 3.8
<S²>: 3.783
HOMO energy (spin up / spin down) in eV: -16.5 / -16.5


DFT (ωB97M-V/def2-TZVPD) results for a molecular structure, C37H50N6PPt.

XYZ file:
```
95
Properties=species:S:1:pos:R:3:mulliken_charge:R:1
Pt -0.686 -1.235 -0.032 0.24
C -2.355 -1.798 4.121 -1.18
C -1.941 -1.211 2.933 -0.28
N -1.509 -1.911 1.897 0.32
C -1.514 -3.266 1.976 -0.02
C -1.938 -3.942 3.139 0.94
C -2.349 -3.174 4.229 -0.73
C -1.961 -5.375 3.122 -0.95
C -1.615 -6.067 2.017 -0.98
C -1.179 -5.403 0.823 1.09
C -0.798 -6.080 -0.335 -0.78
C -0.410 -5.348 -1.439 -1.18
C -0.384 -3.965 -1.364 -0.01
N -0.710 -3.292 -0.268 0.36
C -1.123 -3.995 0.824 -0.11
H -2.690 -1.180 4.941 0.47
H -1.967 -0.135 2.808 0.64
H -2.680 -3.654 5.141 0.47
H -2.280 -5.889 4.020 0.43
H -1.666 -7.149 2.005 0.43
H -0.798 -7.162 -0.363 0.46
H -0.116 -5.844 -2.353 0.48
H -0.095 -3.359 -2.213 0.64
C -2.041 -1.389 -4.207 -2.03
C -2.217 -1.168 -2.699 3.12
C -3.134 -2.278 -2.162 -1.99
C -0.849 -1.116 -2.051 -1.18
C -2.807 0.225 -2.407 0.28
C -2.600 1.287 -3.287 -0.18
C -3.171 2.530 -3.056 -0.96
C -3.949 2.743 -1.930 -0.52
C -4.119 1.711 -1.020 -0.97
C -3.549 0.469 -1.250 -0.10
H -1.791 -2.434 -4.396 0.45
H -1.241 -0.779 -4.625 0.40
H -2.970 -1.161 -4.733 0.49
H -2.795 -3.246 -2.534 0.44
H -4.157 -2.116 -2.505 0.46
H -3.138 -2.323 -1.074 0.24
H -0.109 -0.552 -2.612 -0.06
H -2.008 1.145 -4.182 0.32
H -3.016 3.328 -3.772 0.42
H -4.427 3.699 -1.763 0.49
H -4.720 1.872 -0.133 0.43
H -3.737 -0.327 -0.541 0.28
N -0.032 0.543 0.278 0.89
P 1.304 1.337 0.549 -3.44
N 2.436 1.188 -0.664 1.59
C 3.336 2.276 -1.041 -1.04
C 2.950 2.891 -2.384 -0.43
C 2.896 1.807 -3.460 -1.35
C 1.932 0.704 -3.024 -0.50
C 2.353 0.133 -1.672 -0.44
N 1.061 2.978 0.703 1.60
C 0.039 3.619 -0.138 -0.40
C -0.933 4.408 0.730 -0.92
C -0.199 5.573 1.417 -0.58
C 1.268 5.200 1.683 -1.02
C 1.398 3.704 1.937 -0.59
N 2.028 0.925 2.001 0.84
C 1.383 -0.072 2.853 -0.87
C 1.876 -1.483 2.537 0.39
C 3.397 -1.540 2.696 -1.22
C 4.061 -0.473 1.824 -0.23
C 3.483 0.905 2.143 -1.13
H 4.349 1.861 -1.116 0.49
H 3.335 3.037 -0.262 0.47
H 3.669 3.668 -2.650 0.40
H 1.967 3.359 -2.288 0.03
H 3.896 1.386 -3.603 0.39
H 2.578 2.234 -4.412 0.48
H 1.893 -0.097 -3.766 0.53
H 0.929 1.132 -2.919 0.12
H 3.336 -0.347 -1.767 0.53
H 1.642 -0.620 -1.333 -0.23
H -0.484 2.849 -0.709 0.28
H 0.517 4.309 -0.844 0.12
H -1.363 3.730 1.471 0.26
H -1.746 4.781 0.112 0.38
H -0.698 5.824 2.354 0.33
H -0.237 6.460 0.782 0.33
H 1.658 5.746 2.541 0.43
H 1.886 5.463 0.821 0.25
H 0.741 3.418 2.768 0.27
H 2.417 3.458 2.233 0.40
H 0.306 0.009 2.721 -0.04
H 1.617 0.172 3.896 0.60
H 1.602 -1.722 1.502 -0.29
H 1.390 -2.208 3.196 0.46
H 3.772 -2.530 2.431 0.47
H 3.651 -1.361 3.745 0.41
H 3.875 -0.693 0.768 0.00
H 5.141 -0.462 1.984 0.40
H 3.923 1.669 1.502 0.41
H 3.713 1.167 3.182 0.63
```

## Properties
Net charge: +1
Multiplicity: 1
Orbital gap (spin up / spin down) in eV: 6.0 / 4.9
HOMO energy (spin up / spin down) in eV: -9.7 / -9.2


DFT (ωB97M-V/def2-TZVPD) results for a gas-phase ion, C37H50NO3Si2 (charge +1).

XYZ file:
```
93
Properties=species:S:1:pos:R:3:mulliken_charge:R:1
C -2.481 -0.199 -3.754 -1.74
C -3.005 0.573 -2.549 2.82
C -2.058 1.800 -2.502 -0.49
O -0.835 1.870 -2.922 -0.52
Si -0.027 3.542 -3.343 0.70
C 1.775 3.071 -3.384 -0.98
C -0.548 4.212 -5.008 -1.15
C -0.344 4.797 -2.013 -1.07
O -2.674 2.959 -2.427 -0.39
C -4.140 2.773 -2.495 -0.72
C -4.350 1.299 -2.717 -0.95
H -3.126 -1.026 -4.053 0.42
H -2.399 0.479 -4.603 0.60
H -1.482 -0.588 -3.534 0.25
H 2.372 3.909 -3.777 0.47
H 2.158 2.842 -2.383 0.16
H 1.956 2.209 -4.038 0.34
H 0.066 5.092 -5.251 0.37
H -0.398 3.485 -5.815 0.34
H -1.594 4.542 -5.023 0.34
H 0.577 5.368 -1.819 0.42
H -1.111 5.519 -2.315 0.32
H -0.656 4.325 -1.076 0.33
H -4.520 3.118 -1.537 0.38
H -4.506 3.400 -3.309 0.29
H -4.733 1.118 -3.729 0.34
H -5.127 0.983 -2.013 0.23
C 2.461 1.260 5.385 -1.06
Si 3.547 0.371 4.173 0.32
C 5.082 1.324 3.732 -1.15
C 3.957 -1.347 4.750 -0.98
O 2.717 0.288 2.735 -0.51
C 1.747 -0.451 2.027 2.57
C 2.411 -1.642 1.301 -0.30
C 3.787 -1.659 1.063 -0.34
C 4.363 -2.751 0.405 -0.68
C 3.563 -3.797 -0.051 -0.75
C 2.181 -3.769 0.167 -1.08
C 1.609 -2.695 0.853 -0.04
C 0.653 -0.896 3.018 0.21
C 0.813 -2.117 3.678 -0.25
C -0.055 -2.479 4.712 -0.93
C -1.079 -1.614 5.097 -0.61
C -1.224 -0.383 4.452 -0.95
C -0.347 -0.013 3.423 -0.45
C 1.266 0.549 0.918 -1.69
C 2.444 1.046 0.045 -1.26
C 2.438 0.198 -1.219 -0.77
C 1.003 -0.325 -1.342 -0.69
N 0.374 -0.061 -0.059 0.92
C -0.972 -0.119 0.034 -0.41
C -1.675 -0.708 -0.971 -1.56
C -3.065 -0.334 -1.369 0.40
C -3.927 -1.646 -1.581 0.33
C -5.285 -1.589 -1.936 -0.20
C -6.013 -2.754 -2.176 -0.99
C -5.413 -4.012 -2.021 -0.46
C -4.086 -4.087 -1.598 -0.87
C -3.357 -2.917 -1.378 -0.27
H 3.031 1.442 6.308 0.41
H 2.138 2.227 4.975 0.29
H 1.564 0.679 5.636 0.25
H 5.690 1.496 4.631 0.43
H 5.695 0.775 3.004 0.29
H 4.825 2.298 3.295 0.31
H 4.782 -1.274 5.473 0.52
H 3.099 -1.818 5.246 0.27
H 4.275 -1.992 3.921 0.27
H 4.411 -0.820 1.392 0.17
H 5.443 -2.764 0.257 0.42
H 4.012 -4.644 -0.571 0.44
H 1.537 -4.580 -0.182 0.45
H 0.536 -2.683 1.059 0.59
H 1.636 -2.782 3.402 0.59
H 0.091 -3.435 5.214 0.45
H -1.755 -1.891 5.909 0.41
H -2.010 0.313 4.751 0.43
H -0.424 0.974 2.965 0.33
H 0.764 1.399 1.408 1.20
H 2.197 2.084 -0.218 0.63
H 3.398 1.065 0.573 0.15
H 2.721 0.761 -2.112 0.56
H 3.117 -0.655 -1.131 0.24
H 0.472 0.208 -2.152 0.02
H 0.975 -1.398 -1.595 0.49
H -1.443 0.296 0.943 0.27
H -1.202 -1.511 -1.556 0.83
H -3.506 0.198 -0.510 0.84
H -5.810 -0.636 -2.034 0.22
H -7.057 -2.680 -2.492 0.39
H -5.979 -4.924 -2.205 0.39
H -3.602 -5.046 -1.433 0.42
H -2.326 -3.024 -1.045 0.44
```

## Properties
Net charge: +1
Multiplicity: 1
Orbital gap in eV: 6.7
HOMO energy in eV: -9.9


What are the maximum force values for these records? In order: 2.8 0.7 5.6 4.4 3.4 eV/A.
What are the calculated total energy values for these records? In order: -4249.88264 -3990.10003 -5423.11141 -2228.89929 -2299.23150 Eh.